(1)
# C9H10F2O3S

A single C9H10F2O3S molecule (ωB97M-V/def2-TZVPD, the OMol25 dataset).

Atoms and positions in Å:
C: -4.072813 -0.447945 -0.282758
C: -3.411170 -0.958723 0.823556
C: -3.466742 0.503405 -1.087736
C: -2.134706 -0.519741 1.130485
C: -2.189557 0.945600 -0.789776
C: -1.540502 0.422480 0.310661
C: 3.208449 0.395013 0.622979
C: 2.367476 -0.193597 -0.517794
C: 0.981905 -0.568582 -0.012281
O: 0.450830 2.053559 -0.244428
O: 4.496564 0.612970 0.091585
O: 2.977225 -1.331357 -1.056873
F: 0.229096 -1.118612 -0.983262
F: 1.012774 -1.466359 1.002958
S: 0.132101 0.988276 0.702931
H: -5.067739 -0.795042 -0.518635
H: -3.888665 -1.699756 1.446568
H: -3.985574 0.898211 -1.947962
H: -1.601329 -0.910096 1.983977
H: -1.684249 1.685549 -1.391947
H: 2.754046 1.330850 0.969211
H: 3.248926 -0.324385 1.453050
H: 2.223880 0.579109 -1.291210
H: 5.046321 1.037974 0.756980
H: 3.913463 -1.118807 -1.170271

Cartesian forces (eV/Å) of the 6 atoms listed first:
C -0.057 -0.033 -0.017
C 0.002 -0.053 0.035
C -0.006 -0.012 0.034
C -0.036 0.015 -0.010
C 0.178 0.123 -0.032
C 0.365 0.038 0.326

Values from the calculation:
E_LUMO, eV: 0.54
2S+1: 1
E_tot, eV: -31906.6488
Total charge: 0
HOMO level, eV: -9.34

These are the Mulliken partial charges, in e, on atoms 1 to 4: atom 1 (C): -0.37, atom 2 (C): -0.60, atom 3 (C): -0.57, atom 4 (C): -0.30

(2)
# C17H14Cl2N4O2S2

A single C17H14Cl2N4O2S2 molecule (ωB97M-V/def2-TZVPD, the OMol25 dataset).

Atoms and positions in Å:
H: 0.953041 2.023505 2.533831
N: 0.609701 2.079070 1.614985
C: 1.381678 1.956233 0.588553
N: 0.776617 2.186738 -0.637568
N: -0.463291 2.749144 -0.669182
C: -1.109903 3.287972 -1.709796
C: -0.460028 3.305624 -3.052623
C: -2.306678 4.183772 -1.583941
C: -2.566112 4.829708 -0.437750
C: -3.802610 5.629940 -0.545072
C: -4.324148 5.669313 -1.845303
S: -3.456584 4.559508 -2.882552
S: 2.966313 1.193439 0.689448
C: 2.420943 -0.368503 1.325133
C: 2.949830 -1.175836 2.372772
C: 2.470533 -2.446597 2.257425
O: 2.706690 -3.339951 3.233928
N: 1.614473 -2.549077 1.155109
C: 1.010522 -3.684547 0.613606
C: -0.355990 -3.626866 0.237054
C: -0.974244 -4.779649 -0.086091
C: -0.360958 -6.025060 0.022581
Cl: -1.306258 -7.428469 -0.265524
C: 0.970370 -6.177426 0.462082
Cl: 1.612955 -7.829093 0.661569
C: 1.500839 -4.958900 0.825780
C: 1.517394 -1.225718 0.689037
O: 0.709015 -1.007603 -0.385059
H: 1.346201 2.146363 -1.505141
H: -0.812581 4.165783 -3.693779
H: -0.912362 2.424950 -3.584648
H: 0.615050 3.356122 -2.915407
H: -1.959387 4.794529 0.489210
H: -4.161889 6.402050 0.190938
H: -4.994989 6.431512 -2.245973
H: 3.563599 -0.728444 3.125919
H: 3.138146 -2.995585 4.068058
H: -0.812579 -2.674100 0.287780
H: -2.087164 -4.672726 -0.384962
H: 2.533934 -4.979487 1.212542
H: -0.140088 -0.701638 -0.226969

Cartesian forces (eV/Å) of the 6 atoms listed first:
H 1.222 -0.567 0.927
N -0.101 0.763 -2.384
C -3.095 -0.021 2.771
N 0.314 0.545 -2.806
N -2.675 1.775 -0.790
C 2.923 -0.457 1.291

Values from the calculation:
E_LUMO, eV: 0.21
2S+1: 1
E_tot, eV: -74622.0687
Total charge: 0
HOMO level, eV: -7.68
SMILES: [H]/N=C(/N/N=C(\C)c1cccs1)Sc1cc(O)n(-c2ccc(Cl)c(Cl)c2)c1O

These are the Mulliken partial charges, in e, on atoms 1 to 4: atom 1 (H): 0.23, atom 2 (N): -0.60, atom 3 (C): 0.33, atom 4 (N): 0.14

(3)
# C42H45N7O7SSbSnTe

A molecular structure, C42H45N7O7SSbSnTe (ωB97M-V/def2-TZVPD, the OMol25 dataset).

Atoms and positions in Å:
Sn: 0.976084 -0.361043 0.901381
O: 3.665074 -1.163280 4.595382
C: 2.943129 -0.658368 3.596645
O: 2.471016 -1.367432 2.717056
C: 2.770214 0.798910 3.621790
C: 3.204736 1.582427 4.696815
C: 2.981513 2.945498 4.638862
C: 2.318231 3.476594 3.540846
C: 1.897116 2.614363 2.523750
N: 2.150349 1.311168 2.561629
C: 1.083125 3.075605 1.369107
O: 1.146880 4.371876 1.040076
O: 0.377573 2.336064 0.717439
H: 3.650856 -2.133934 4.572535
H: 3.688776 1.120692 5.542237
H: 3.299818 3.594287 5.440184
H: 2.094566 4.533317 3.523050
H: 1.719318 4.895380 1.618013
O: -1.322814 -0.219856 4.544178
C: -0.947932 -0.541417 3.435805
O: -0.604117 0.264062 2.501451
C: -0.895656 -2.013056 3.064877
C: -1.621672 -2.924665 3.818062
C: -1.617892 -4.252732 3.440040
C: -0.854810 -4.619557 2.342040
C: -0.151597 -3.643460 1.656788
N: -0.183281 -2.362864 1.999343
H: -2.177138 -2.574189 4.672198
H: -2.197042 -4.981862 3.984501
H: -0.808851 -5.648613 2.024250
H: 0.453160 -3.881785 0.791312
C: 6.736103 2.995650 -0.304077
C: 6.196660 1.759193 -1.025507
C: 4.722850 1.835291 -1.144406
N: 3.881729 0.972564 -0.708757
N: 2.591985 1.288216 -0.892614
C: 2.427236 2.428827 -1.503525
N: 1.252374 2.929480 -1.870305
S: 3.942235 3.234639 -1.878910
H: 7.814883 2.926860 -0.198149
H: 6.288238 3.099106 0.683608
H: 6.504981 3.891057 -0.875865
H: 6.452748 0.847699 -0.484153
H: 6.631823 1.701868 -2.027270
H: 0.424345 2.464501 -1.516127
H: 1.170077 3.880999 -2.182294
C: 3.741372 -3.687542 0.895484
Te: 3.771244 -1.680643 0.098028
C: 5.304577 -1.017829 1.445617
H: 4.726874 -3.953937 1.260219
H: 3.460106 -4.367588 0.099826
H: 3.021848 -3.759789 1.702866
H: 5.121376 -1.410734 2.435066
H: 5.271899 0.063166 1.484505
H: 6.284334 -1.347719 1.118903
C: -7.333945 2.807615 0.134906
C: -6.650975 1.982323 -0.743724
C: -5.313069 1.705754 -0.534880
C: -4.640898 2.249827 0.548349
C: -5.323957 3.078885 1.420238
C: -6.666398 3.355816 1.214912
Sb: -2.555660 1.693415 0.906802
C: -3.156490 -0.390039 0.706116
C: -4.370673 -0.817678 1.228355
C: -4.764399 -2.140875 1.115109
C: -3.949245 -3.063459 0.480072
C: -2.729252 -2.651026 -0.023506
C: -2.343521 -1.327761 0.099275
C: -2.149409 2.051634 -1.211415
C: -1.330775 1.250679 -1.991199
C: -1.188475 1.492652 -3.349681
C: -1.860480 2.544530 -3.943991
C: -2.624245 3.392582 -3.158873
C: -2.749778 3.156906 -1.802194
H: -8.380625 3.021325 -0.024058
H: -7.164765 1.552056 -1.589953
H: -4.781750 1.055035 -1.218198
H: -4.800976 3.502362 2.268824
H: -7.191584 3.997172 1.905640
H: -5.018868 -0.114909 1.735408
H: -5.708116 -2.461396 1.532352
H: -4.256890 -4.094377 0.382766
H: -2.063981 -3.357478 -0.502715
H: -1.368575 -1.033920 -0.278059
H: -0.792085 0.418635 -1.548102
H: -0.543492 0.860098 -3.941020
H: -1.785561 2.710991 -5.008019
H: -3.129587 4.233363 -3.608799
H: -3.339788 3.829439 -1.193463
N: 0.934329 -2.077699 -1.337083
C: 0.495745 -2.090187 -2.408376
N: -0.030174 -2.091587 -3.586552
C: 0.746954 -2.020472 -4.810941
C: 0.461523 -3.270827 -5.653829
O: -0.920612 -3.396507 -5.889499
C: -1.645605 -3.532630 -4.690290
C: -1.455463 -2.306669 -3.787297
H: 1.806093 -1.940201 -4.571433
H: 0.433504 -1.132169 -5.372264
H: 0.856745 -4.165726 -5.143771
H: 0.929621 -3.183156 -6.635552
H: -1.316486 -4.436694 -4.153717
H: -2.693554 -3.640506 -4.976598
H: -1.947986 -2.454370 -2.826185
H: -1.876979 -1.416238 -4.267696

Cartesian forces (eV/Å) of the 6 atoms listed first:
Sn -0.752 -0.034 0.361
O -0.063 0.429 0.146
C -0.188 -1.745 -0.535
O -0.160 0.764 1.252
C 0.147 1.176 0.337
C -0.140 -0.248 -0.380

Values from the calculation:
E_LUMO, eV: -3.46
2S+1: 1
E_tot, eV: -99539.4712
Energy relative to the best compared isomer or geometry (same formula, charge and spin), kcal/mol: 28.7
Total charge: +1
HOMO level, eV: -9.53

These are the Mulliken partial charges, in e, on atoms 1 to 4: atom 1 (Sn): 2.61, atom 2 (O): -0.51, atom 3 (C): -0.51, atom 4 (O): -0.26

(4)
# C2H8NO2

2 unconnected molecules or ions with the total composition C2H8NO2 (ωB97M-V/def2-TZVPD, the OMol25 dataset).

Atoms and positions in Å:
C: 1.389228 -0.331016 -0.211834
N: -0.064334 -0.329021 -0.265580
C: -0.611650 0.800259 -1.126266
O: -0.336831 0.750285 -2.409640
H: 1.818920 0.007718 -1.166028
H: 1.784312 -1.340116 -0.057845
H: 1.781145 0.279368 0.610897
H: -0.354728 -1.242098 -0.517998
H: -0.157918 1.694581 -0.654002
H: -1.705158 0.725921 -0.882678
H: -0.932152 0.098236 2.832188
H: -1.328962 -0.430802 1.451858
O: -1.281867 -0.683318 2.396931

Cartesian forces (eV/Å) of the 6 atoms listed first:
C 0.190 -0.203 -0.291
N 0.643 1.057 1.175
C -0.002 -0.892 -0.569
O 0.054 -0.171 -0.397
H -0.047 0.156 0.106
H -0.112 -0.051 0.126

Values from the calculation:
E_LUMO, eV: 4.24
2S+1: 1
E_tot, eV: -7788.3777
Energy relative to the best compared isomer or geometry (same formula, charge and spin), kcal/mol: 18.6
Total charge: -1
HOMO level, eV: -2.49

These are the Mulliken partial charges, in e, on atoms 1 to 4: atom 1 (C): -0.99, atom 2 (N): -0.20, atom 3 (C): -0.44, atom 4 (O): -0.86

Question: HOMO level of number 4 (C2H8NO2)?
Answer: -2.49 eV